Record 1
ORCA calculation (ωB97M-V with the def2-TZVPD basis set) on a molecular structure, C47H47BN10OReS2.

```
109
Properties=species:S:1:pos:R:3:lowdin_spin:R:1
Re -0.14 0.51 -0.08 2.3167
N -3.33 1.04 3.46 -0.0016
C -2.32 1.40 2.65 -0.0064
S -2.60 2.69 1.56 0.0372
N -1.18 0.79 2.81 -0.0376
N -0.14 0.77 2.00 -0.0405
C 1.04 0.59 2.57 0.1368
C 1.20 0.52 4.03 0.0146
C 0.76 1.59 4.81 0.0137
C 1.00 1.61 6.17 -0.0004
C 1.62 0.53 6.78 0.0127
C 1.98 -0.58 6.02 -0.0004
C 1.80 -0.57 4.65 0.0123
C 2.18 0.55 1.68 0.0210
C 3.50 0.51 2.12 0.0282
C 4.53 0.56 1.20 0.0306
C 4.21 0.68 -0.15 0.0233
C 2.89 0.74 -0.51 0.0369
N 1.88 0.65 0.36 0.0388
H -4.15 1.61 3.53 0.0005
H -3.17 0.33 4.16 -0.0003
H 0.28 2.42 4.33 0.0003
H 0.72 2.47 6.75 -0.0001
H 1.81 0.55 7.84 0.0007
H 2.41 -1.44 6.51 -0.0002
H 2.10 -1.43 4.06 0.0001
H 3.72 0.45 3.18 0.0009
H 5.55 0.54 1.53 0.0009
H 4.98 0.73 -0.90 0.0007
H 2.60 0.86 -1.55 0.0011
C -2.34 4.87 -2.48 0.0055
C -1.38 4.14 -1.62 0.0311
C -0.44 4.69 -0.75 0.0152
C 0.17 3.61 -0.12 0.0199
N -0.37 2.48 -0.60 0.0090
N -1.30 2.81 -1.52 0.0026
B -2.06 1.72 -2.31 -0.0005
N -2.83 0.85 -1.30 0.0021
N -2.12 0.19 -0.37 0.0418
C -2.96 -0.64 0.28 0.0311
C -4.24 -0.48 -0.24 0.0128
C -4.12 0.47 -1.25 0.0420
C -5.16 1.03 -2.14 0.0077
C -2.48 -1.50 1.34 0.0022
C -1.16 -1.96 1.36 0.0041
C -0.69 -2.73 2.41 0.0016
C -1.53 -3.04 3.47 0.0046
C -2.84 -2.59 3.47 0.0000
C -3.32 -1.84 2.40 0.0039
N -0.99 0.80 -2.93 0.0041
N -0.02 0.21 -2.19 0.0224
C 0.74 -0.52 -3.02 0.0180
C 0.23 -0.40 -4.31 0.0073
C -0.88 0.43 -4.21 0.0230
C -1.80 0.84 -5.29 0.0042
C 1.94 -1.30 -2.71 0.0022
C 2.93 -1.37 -3.69 0.0021
C 4.03 -2.20 -3.53 -0.0001
C 4.16 -2.95 -2.37 0.0025
C 3.21 -2.84 -1.37 0.0008
C 2.11 -2.02 -1.53 0.0089
C 1.24 3.70 0.88 0.0028
C 0.95 3.97 2.21 0.0009
C 1.98 4.14 3.13 0.0007
C 3.30 4.03 2.72 -0.0006
C 3.59 3.76 1.40 0.0014
C 2.57 3.61 0.48 0.0009
H -2.21 5.94 -2.33 -0.0001
H -3.36 4.60 -2.22 0.0016
H -2.19 4.63 -3.53 0.0016
H -0.23 5.72 -0.58 0.0004
H -2.75 2.18 -3.13 -0.0001
H -5.13 -0.99 0.05 0.0004
H -6.14 0.66 -1.83 0.0000
H -4.99 0.74 -3.17 0.0024
H -5.16 2.12 -2.09 0.0019
H -0.52 -1.79 0.48 0.0037
H 0.32 -3.10 2.40 0.0000
H -1.17 -3.64 4.29 0.0002
H -3.50 -2.81 4.29 -0.0001
H -4.34 -1.49 2.39 0.0003
H 0.60 -0.88 -5.20 0.0001
H -1.52 0.37 -6.23 0.0000
H -1.78 1.92 -5.43 0.0012
H -2.82 0.55 -5.05 0.0011
H 2.85 -0.78 -4.59 0.0000
H 4.77 -2.25 -4.31 0.0000
H 5.00 -3.61 -2.26 0.0002
H 3.33 -3.41 -0.46 0.0000
H 1.36 -1.97 -0.74 0.0043
H -0.07 4.09 2.53 0.0001
H 1.75 4.39 4.15 0.0001
H 4.10 4.17 3.43 -0.0001
H 4.62 3.69 1.07 0.0002
H 2.79 3.45 -0.57 0.0004
O -2.11 -2.99 -1.40 0.0004
S -0.78 -3.36 -1.91 0.0006
C -0.35 -5.03 -1.26 0.0000
C 0.36 -5.68 -2.43 0.0000
C -0.58 -5.49 -3.62 0.0000
C -0.98 -4.03 -3.64 0.0001
H -1.29 -5.51 -1.01 0.0000
H 0.26 -4.94 -0.36 0.0000
H 0.57 -6.73 -2.25 0.0000
H 1.31 -5.16 -2.62 0.0000
H -1.46 -6.13 -3.49 0.0000
H -0.09 -5.77 -4.55 0.0000
H -2.01 -3.86 -3.93 0.0000
H -0.31 -3.43 -4.26 0.0000
```

* energy relative to the best compared isomer or geometry (same formula, charge and spin): 103.5 kJ/mol
* orbital gap (alpha / beta): 5.68 / 4.39 eV
* lowest unoccupied orbital energy (alpha / beta): -6.5 / -7.7 eV
* maximum force: 2.84 eV/A
* total charge: +2
* spin multiplicity: 4

***

Record 2
ORCA calculation (ωB97M-V with the def2-TZVPD basis set) on a molecular structure, C47H49BCl2CoIN8O2.

```
111
Properties=species:S:1:pos:R:3:lowdin_charge:R:1
Co -0.53 -0.67 -1.14 0.4913
Cl 5.16 0.44 -4.65 0.6638
C 3.94 -0.30 -3.66 -0.6878
C 2.77 0.41 -3.41 -0.0564
C 1.80 -0.16 -2.60 -0.2232
N 0.57 0.40 -2.25 0.0343
C 0.08 1.53 -2.77 -0.4718
O 0.61 2.32 -3.56 0.0325
C -1.36 1.72 -2.36 -0.1680
C -2.11 2.78 -2.84 -0.0010
C -3.42 2.90 -2.44 -0.0331
C -3.95 1.93 -1.59 -0.0323
C -3.14 0.89 -1.18 -0.0854
N -1.87 0.77 -1.56 0.0790
C 1.98 -1.46 -2.08 -0.1793
C 3.14 -2.16 -2.34 -0.0290
C 4.13 -1.57 -3.12 -0.6787
Cl 5.59 -2.46 -3.39 0.6641
N 0.87 -1.91 -1.36 0.0555
C 0.70 -3.19 -1.01 -0.4461
O 1.44 -4.15 -1.14 0.0558
C -0.70 -3.39 -0.47 -0.1633
C -1.11 -4.64 -0.04 0.0206
C -2.41 -4.80 0.39 -0.0332
C -3.27 -3.71 0.35 -0.0328
C -2.78 -2.50 -0.11 -0.1204
N -1.51 -2.33 -0.50 0.0621
H 2.64 1.40 -3.82 0.1048
H -1.63 3.48 -3.50 0.1298
H -4.03 3.72 -2.78 0.1228
H -4.97 1.98 -1.25 0.1206
H -3.52 0.12 -0.55 0.0763
H 3.29 -3.15 -1.93 0.1029
H -0.39 -5.45 -0.06 0.1263
H -2.76 -5.76 0.75 0.1142
H -4.30 -3.79 0.65 0.1114
H -3.43 -1.65 -0.19 0.0753
I -3.35 -3.93 -6.21 0.8593
C -2.18 -2.69 -5.06 -0.7783
C -1.09 -1.95 -5.46 -0.1298
N -0.65 -1.30 -4.37 0.0330
N -1.38 -1.57 -3.29 0.0400
C -2.32 -2.42 -3.69 -0.1865
H -0.61 -1.86 -6.41 0.1214
H 0.15 -0.69 -4.28 0.1411
H -3.05 -2.81 -3.00 0.1019
C 1.09 4.04 0.88 -0.0347
C 0.25 3.35 -0.20 -0.3313
C 0.47 4.11 -1.51 -0.0668
C -1.20 3.26 0.22 -0.1097
C -2.08 4.27 -0.15 -0.0383
C -3.39 4.28 0.28 -0.0841
C -3.83 3.27 1.12 -0.0566
C -3.00 2.23 1.53 -0.1328
C -3.58 1.27 2.55 -0.3475
C -2.98 1.40 3.95 -0.0590
C -3.59 -0.19 2.14 -0.0616
C -1.69 2.21 1.03 -0.1196
N -0.76 1.19 1.42 0.0717
B -0.07 0.12 0.70 -0.2975
N 0.96 -0.27 1.65 0.0462
C 0.85 0.50 2.80 -0.0806
C -0.15 1.37 2.67 -0.0971
C 2.12 -1.10 1.57 -0.1152
C 2.08 -2.42 2.02 -0.1277
C 3.22 -3.20 1.81 -0.0425
C 4.37 -2.66 1.26 -0.0603
C 4.43 -1.31 0.98 -0.0337
C 3.31 -0.50 1.15 -0.1171
C 3.45 1.01 1.07 -0.3541
C 3.78 1.54 -0.32 -0.0349
C 4.51 1.47 2.08 -0.0539
C 1.01 -3.04 2.91 -0.3399
C 1.49 -2.95 4.37 -0.0548
C -0.43 -2.53 2.85 -0.0589
H 2.12 4.17 0.53 0.0779
H 1.12 3.48 1.81 0.0634
H 0.69 5.03 1.08 0.0884
H 0.63 2.33 -0.33 0.1077
H 0.37 5.19 -1.36 0.0871
H -0.22 3.81 -2.30 0.0328
H 1.48 3.93 -1.87 0.0928
H -1.72 5.08 -0.78 0.1180
H -4.06 5.07 -0.02 0.1105
H -4.85 3.29 1.48 0.1127
H -4.63 1.58 2.64 0.1232
H -2.02 0.89 4.03 0.0559
H -3.65 0.95 4.68 0.0810
H -2.84 2.44 4.23 0.0874
H -2.58 -0.50 1.85 0.0626
H -4.28 -0.36 1.31 0.0653
H -3.91 -0.82 2.97 0.0916
H 1.53 0.37 3.62 0.1339
H -0.50 2.13 3.35 0.1257
H 3.20 -4.24 2.10 0.1185
H 5.23 -3.29 1.09 0.1064
H 5.35 -0.87 0.62 0.1163
H 2.51 1.46 1.37 0.1031
H 4.62 1.01 -0.77 0.0853
H 4.06 2.60 -0.26 0.0801
H 2.93 1.46 -0.99 0.0589
H 5.51 1.17 1.77 0.0778
H 4.32 1.05 3.07 0.0813
H 4.50 2.56 2.16 0.0774
H 0.99 -4.11 2.65 0.1298
H 1.47 -1.92 4.70 0.0752
H 2.50 -3.33 4.48 0.0783
H 0.83 -3.53 5.02 0.0800
H -0.56 -1.62 3.43 0.0720
H -1.10 -3.29 3.27 0.0869
H -0.77 -2.31 1.84 0.0437
```

* energy relative to the best compared isomer or geometry (same formula, charge and spin): 60.7 kJ/mol
* orbital gap (alpha / beta): 7.03 / 7.03 eV
* lowest unoccupied orbital energy (alpha / beta): -0.3 / -0.3 eV
* maximum force: 1.10 eV/A
* total charge: 0

***

Record 3
ORCA calculation (ωB97M-V with the def2-TZVPD basis set) on 5 unconnected molecules or ions with the total composition C47H49ClO23P2.

```
122
Properties=species:S:1:pos:R:3:lowdin_charge:R:1
C -0.30 1.16 6.58 -0.1213
C 0.36 1.82 5.30 -0.2543
C 1.15 0.69 4.49 -0.2250
C 0.13 -0.10 3.57 -0.1894
C 0.02 -1.66 3.90 -0.1866
C 0.94 -2.45 2.87 -0.2183
C 0.11 -3.23 1.77 -0.1386
C 0.61 -3.05 0.31 -0.1059
C 1.87 -3.38 -0.10 -0.2541
P 3.18 -4.10 1.05 0.6676
O 3.41 -5.66 0.45 -0.3490
Cl 4.98 -3.07 0.67 0.2736
C 2.32 -3.20 -1.59 -0.3314
O 3.12 -3.97 -2.07 0.0685
C 1.65 -2.03 -2.36 -0.0018
C 2.35 -1.36 -3.43 -0.0840
C 3.82 -1.74 -3.82 -0.1913
C 3.89 -2.82 -4.96 -0.0887
C 1.63 -0.29 -4.14 -0.1758
C 2.30 0.46 -5.33 -0.1487
P 2.73 2.20 -4.81 0.5387
O 4.15 2.47 -5.12 -0.3043
O 2.43 2.30 -3.18 -0.1501
O 1.67 3.21 -5.61 -0.1552
C 0.28 0.05 -3.72 0.0216
C -0.42 -0.63 -2.64 -0.0654
C -1.88 -0.20 -2.33 -0.1813
O -2.19 -0.14 -0.94 -0.1576
C -3.57 -0.47 -0.74 -0.2609
C -4.53 0.75 -1.09 -0.0792
C 0.27 -1.69 -1.94 0.0072
C -0.36 -2.51 -0.80 -0.2487
O -1.53 -2.79 -0.70 0.1243
H -0.49 1.97 7.33 0.0691
H -1.26 0.71 6.25 0.0678
H 0.42 0.42 7.01 0.0705
H -0.40 2.26 4.60 0.0989
H 1.07 2.65 5.56 0.0970
H 1.74 0.05 5.18 0.0944
H 1.86 1.23 3.82 0.0929
H 0.51 -0.03 2.52 0.1047
H -0.88 0.37 3.65 0.1004
H 0.45 -1.82 4.93 0.1015
H -1.03 -2.03 3.94 0.1002
H 1.46 -3.24 3.48 0.0921
H 1.75 -1.80 2.46 0.0978
H -0.96 -2.89 1.86 0.1136
H 0.09 -4.32 2.02 0.1234
H 2.72 -5.80 -0.22 0.0488
H 4.35 -0.80 -4.13 0.1076
H 4.39 -2.12 -2.93 0.1053
H 4.05 -2.26 -5.93 0.0694
H 4.82 -3.43 -4.80 0.0817
H 3.01 -3.49 -5.03 0.0808
H 1.54 0.45 -6.16 0.1044
H 3.19 -0.12 -5.70 0.0847
H 3.28 2.21 -2.73 0.0916
H 1.14 3.61 -4.90 0.0245
H -0.22 0.87 -4.28 0.1178
H -2.56 -0.83 -2.94 0.1172
H -1.99 0.85 -2.72 0.1296
H -3.91 -1.33 -1.37 0.1146
H -3.76 -0.77 0.32 0.1231
H -5.44 0.64 -0.44 0.0750
H -4.06 1.74 -0.86 0.0795
H -4.90 0.72 -2.15 0.0629
C 7.44 0.63 3.33 0.0776
C 6.32 -0.09 3.26 -0.2277
C 5.10 0.27 4.04 -0.3033
O 4.10 -0.41 3.92 0.0987
C 5.17 1.44 4.91 0.0789
C 6.29 2.16 4.99 -0.2297
C 7.50 1.81 4.19 -0.3165
O 8.50 2.51 4.28 0.1091
O 6.38 3.24 5.79 0.1050
O 6.23 -1.18 2.48 0.0240
H 8.33 0.38 2.77 0.1368
H 4.29 1.68 5.49 0.1328
H 7.29 3.58 5.66 0.1187
H 5.32 -1.52 2.60 0.0422
C -3.39 -1.71 -7.97 0.0812
C -2.85 -0.91 -7.06 -0.2231
C -3.54 -0.60 -5.77 -0.2960
O -3.00 0.13 -4.96 0.0835
C -4.86 -1.18 -5.55 0.0807
C -5.42 -1.98 -6.47 -0.2273
C -4.71 -2.31 -7.74 -0.3118
O -5.24 -3.06 -8.54 0.1183
O -6.63 -2.52 -6.29 0.1117
O -1.64 -0.34 -7.25 0.1027
H -2.90 -1.94 -8.91 0.1387
H -5.37 -0.93 -4.62 0.1333
H -6.80 -3.06 -7.09 0.1213
H -1.47 0.19 -6.44 0.1025
C -2.46 -3.06 7.49 0.0772
C -3.58 -3.77 7.36 -0.2316
C -4.84 -3.39 8.07 -0.3155
O -5.84 -4.06 7.91 0.1114
C -4.80 -2.23 8.96 0.0761
C -3.68 -1.52 9.09 -0.2297
C -2.43 -1.88 8.36 -0.3110
O -1.43 -1.19 8.50 0.1021
O -3.62 -0.44 9.90 0.1064
O -3.63 -4.86 6.57 0.1049
H -1.54 -3.32 6.98 0.1341
H -5.71 -1.98 9.48 0.1367
H -2.70 -0.11 9.82 0.1192
H -4.55 -5.19 6.64 0.1188
C -2.29 7.32 -5.15 0.0817
C -1.63 6.16 -5.24 -0.2224
C -1.04 5.51 -4.03 -0.2888
O -0.46 4.44 -4.15 0.0779
C -1.17 6.18 -2.75 0.0822
C -1.83 7.34 -2.66 -0.2252
C -2.45 7.98 -3.86 -0.3104
O -3.05 9.03 -3.74 0.1213
O -1.97 7.99 -1.49 0.1159
O -1.47 5.53 -6.42 0.1129
H -2.72 7.80 -6.02 0.1395
H -0.73 5.71 -1.89 0.1399
H -2.48 8.80 -1.70 0.1226
H -0.96 4.72 -6.22 0.1140
```

* orbital gap: 6.79 eV
* lowest unoccupied orbital energy: -2.1 eV
* maximum force: 2.96 eV/A
* total charge: 0
* structure (SMILES): CCCCCCCC1=C(P(O)Cl)C(=O)c2c(CC)c(CP(=O)(O)O)cc(COCC)c2C1=O.O=C1C=C(O)C(=O)C=C1O.O=C1C=C(O)C(=O)C=C1O.O=C1C=C(O)C(=O)C=C1O.O=C1C=C(O)C(=O)C=C1O

***

Record 4
ORCA calculation (ωB97M-V with the def2-TZVPD basis set) on 2 unconnected molecules or ions with the total composition C47H49N2O.

```
99
Properties=species:S:1:pos:R:3:lowdin_charge:R:1
C -1.20 5.35 -4.05 -0.0378
C -1.63 4.21 -3.19 -0.2436
C -2.32 3.10 -3.70 -0.0147
C -2.80 2.12 -2.86 0.0084
C -2.54 2.17 -1.45 -0.1953
C -2.87 1.03 -0.64 0.0257
C -2.60 1.01 0.73 -0.0710
C -2.40 -0.16 1.46 0.0454
C -1.75 -0.20 2.73 -0.2054
C -1.75 -1.38 3.53 0.0038
C -1.25 -1.36 4.82 -0.0209
C -0.70 -0.19 5.36 -0.2456
C -0.23 -0.15 6.78 -0.0384
C -0.58 0.95 4.54 -0.0184
C -1.07 0.94 3.25 0.0033
C -1.84 3.30 -0.95 0.0079
C -1.38 4.28 -1.81 -0.0227
H -0.70 6.12 -3.45 0.0821
H -0.49 5.05 -4.83 0.0943
H -2.05 5.81 -4.55 0.0977
H -2.47 3.01 -4.78 0.1276
H -3.36 1.27 -3.25 0.1278
H -3.12 0.11 -1.16 0.1187
H -2.50 1.97 1.24 0.1101
H -2.77 -1.10 1.04 0.1300
H -2.17 -2.29 3.11 0.1240
H -1.28 -2.27 5.43 0.1269
H 0.17 0.83 7.03 0.0815
H -1.07 -0.34 7.46 0.0957
H 0.53 -0.91 6.99 0.0967
H -0.10 1.84 4.94 0.1219
H -0.95 1.82 2.61 0.1111
H -1.62 3.38 0.12 0.1103
H -0.81 5.13 -1.42 0.1231
C -10.67 -0.42 2.93 -0.0464
C -10.14 -1.28 1.82 -0.2628
C -8.85 -1.82 1.87 0.0028
C -8.37 -2.68 0.88 -0.1828
C -7.13 -3.47 1.13 -0.0184
C -9.13 -2.82 -0.30 -0.1077
N -8.60 -3.54 -1.43 0.0942
C -7.46 -3.31 -2.16 -0.0734
C -6.27 -2.52 -1.79 -0.3591
C -6.41 -1.12 -1.31 -0.1918
C -5.39 -0.64 -0.37 -0.1016
C -7.60 -0.38 -1.62 -0.2009
C -8.40 -0.69 -2.75 -0.0566
C -9.65 -0.12 -2.94 -0.1015
C -10.18 0.75 -1.98 -0.1055
C -9.37 1.18 -0.92 -0.0901
C -8.07 0.69 -0.80 -0.0294
O -5.14 -3.07 -1.81 -0.0079
N -7.32 -4.33 -3.06 0.0863
C -6.17 -4.66 -3.85 -0.1223
C -5.66 -3.76 -4.79 -0.1873
C -6.30 -2.44 -5.09 -0.0293
C -4.52 -4.12 -5.52 0.0048
C -3.97 -5.39 -5.42 -0.2547
C -2.79 -5.77 -6.27 -0.0494
C -4.53 -6.29 -4.52 0.0070
C -5.61 -5.94 -3.70 -0.1865
C -6.11 -6.91 -2.68 -0.0318
C -8.50 -5.08 -3.02 -0.0035
C -9.24 -4.65 -2.00 -0.0023
C -10.47 -2.39 -0.33 -0.1856
C -11.38 -2.67 -1.48 -0.0414
C -10.95 -1.63 0.74 0.0003
H -11.67 -0.04 2.68 0.0783
H -10.75 -0.98 3.87 0.0884
H -10.02 0.44 3.11 0.0840
H -8.22 -1.60 2.73 0.1259
H -7.21 -4.47 0.68 0.0912
H -6.22 -2.98 0.76 0.0680
H -7.00 -3.62 2.21 0.0889
H -5.16 0.41 -0.59 0.0687
H -5.70 -0.66 0.70 0.0990
H -4.49 -1.26 -0.46 0.0640
H -7.99 -1.36 -3.50 0.0731
H -10.23 -0.37 -3.83 0.1090
H -11.20 1.12 -2.07 0.1021
H -9.75 1.89 -0.18 0.1066
H -7.40 1.06 -0.02 0.1033
H -5.86 -2.03 -6.00 0.0873
H -7.38 -2.54 -5.26 0.0918
H -6.11 -1.71 -4.29 0.0779
H -4.10 -3.38 -6.21 0.1234
H -2.59 -6.84 -6.21 0.0775
H -2.96 -5.51 -7.32 0.0846
H -1.87 -5.25 -5.95 0.0877
H -4.12 -7.29 -4.42 0.1192
H -5.49 -7.81 -2.71 0.0845
H -6.02 -6.51 -1.66 0.0955
H -7.14 -7.22 -2.85 0.0686
H -8.65 -5.95 -3.64 0.1342
H -10.13 -5.07 -1.59 0.1297
H -12.31 -2.10 -1.35 0.0887
H -10.95 -2.36 -2.45 0.0744
H -11.67 -3.72 -1.53 0.0755
H -11.99 -1.28 0.72 0.1232
```

* orbital gap: 3.16 eV
* lowest unoccupied orbital energy: -4.8 eV
* maximum force: 4.71 eV/A
* total charge: +1